(1)
Density functional theory data (ωB97M-V/def2-TZVPD) for a structure of composition C28H48BF7IKN4O12PS at a distorted geometry.

Values from the calculation:
HOMO-LUMO gap   2.399 eV
Net charge   -1
LUMO   -0.0252 Eh

Last column: Mulliken charge in e.
Cartesian coordinates (Å):
I (4.329, 1.874, -2.456)  0.090
C (3.386, 3.356, -3.667)  -1.322
C (1.869, 3.124, -3.708)  0.809
C (1.386, 3.535, -5.111)  -1.622
N (-0.096, 3.690, -5.320)  0.211
C (-0.524, 5.135, -5.481)  -0.608
C (-0.714, 5.781, -4.140)  -0.453
O (-1.793, 5.159, -3.495)  -0.387
C (-1.445, 3.875, -3.112)  -0.564
C (-1.016, 3.003, -4.309)  -0.069
H (3.825, 3.183, -4.646)  0.565
H (3.629, 4.358, -3.334)  0.511
H (1.776, 2.063, -3.579)  0.060
H (1.351, 3.600, -2.882)  -0.240
H (1.755, 2.798, -5.829)  0.520
H (1.904, 4.454, -5.368)  0.384
H (-0.309, 3.290, -6.236)  0.450
H (-1.488, 5.003, -5.965)  0.312
H (0.129, 5.674, -6.159)  0.516
H (-0.904, 6.842, -4.262)  0.423
H (0.188, 5.672, -3.507)  0.259
H (-0.692, 3.869, -2.310)  0.265
H (-2.347, 3.412, -2.714)  0.388
H (-1.946, 2.781, -4.844)  0.506
H (-0.638, 2.042, -3.982)  -0.139
O (-4.174, 4.427, -6.279)  -0.747
S (-4.024, 5.655, -7.140)  1.161
O (-2.547, 5.722, -7.470)  -0.832
O (-4.378, 6.869, -6.373)  -0.755
O (-4.795, 5.545, -8.385)  -0.729
K (0.720, 0.713, -4.781)  0.958
C (0.143, 0.877, -0.792)  -0.301
N (-0.732, -0.096, -0.251)  0.244
C (-1.732, -0.676, -1.069)  -0.513
C (-2.528, -1.656, -0.609)  -0.819
C (-2.392, -2.182, 0.726)  0.570
C (-1.365, -1.545, 1.545)  -1.069
C (-0.600, -0.559, 1.069)  -0.213
C (-3.135, -3.253, 1.215)  0.783
C (-2.492, -4.305, 1.963)  -1.243
C (-3.201, -5.331, 2.484)  0.071
N (-4.551, -5.410, 2.327)  0.190
C (-5.212, -4.448, 1.610)  -0.656
C (-4.558, -3.401, 1.058)  -1.138
C (-5.328, -6.489, 2.922)  -0.971
H (-0.403, 1.739, -1.209)  0.197
H (0.770, 0.407, -1.581)  -0.018
H (0.815, 1.231, -0.012)  0.091
H (-1.807, -0.291, -2.079)  0.331
H (-3.264, -2.076, -1.283)  0.433
H (-1.217, -1.863, 2.569)  0.437
H (0.161, -0.075, 1.667)  0.334
H (-1.422, -4.292, 2.109)  0.611
H (-2.731, -6.130, 3.041)  0.343
H (-6.286, -4.573, 1.526)  0.844
H (-5.140, -2.666, 0.521)  0.604
H (-5.889, -7.014, 2.151)  0.351
H (-6.027, -6.086, 3.655)  0.348
H (-4.649, -7.183, 3.413)  0.288
C (0.316, -9.957, 5.874)  -1.094
C (-0.700, -9.074, 6.559)  -0.217
O (-0.301, -7.684, 6.518)  -0.331
C (-0.579, -7.034, 5.401)  0.364
O (-1.117, -7.470, 4.426)  -0.530
C (-0.132, -5.558, 5.544)  0.912
F (1.083, -5.479, 6.103)  -0.260
F (-0.999, -4.906, 6.332)  -0.268
F (-0.092, -4.954, 4.363)  -0.212
H (1.304, -9.811, 6.310)  0.301
H (0.033, -11.003, 5.988)  0.369
H (0.378, -9.730, 4.810)  0.319
H (-0.776, -9.308, 7.618)  0.321
H (-1.689, -9.178, 6.116)  0.313
B (5.344, -1.084, -3.895)  0.542
F (5.987, -2.197, -4.394)  -0.338
F (5.389, -0.012, -4.827)  -0.392
F (3.977, -1.356, -3.634)  -0.372
F (5.934, -0.646, -2.679)  -0.394
O (-10.534, -3.360, 0.829)  -0.473
P (-9.479, -4.447, 0.670)  0.847
O (-9.770, -5.129, -0.660)  -0.498
O (-9.656, -5.374, 1.870)  -0.508
O (-8.043, -3.952, 0.650)  -0.387
C (4.129, 5.427, 2.995)  -0.847
N (5.350, 4.558, 2.910)  -0.045
C (5.979, 4.515, 4.264)  -0.873
C (6.315, 5.152, 1.942)  -0.907
C (5.015, 3.132, 2.529)  -0.789
C (4.422, 2.923, 1.160)  -0.228
O (3.187, 3.605, 1.055)  -0.487
H (4.410, 6.337, 3.520)  0.394
H (3.787, 5.666, 1.997)  0.362
H (3.356, 4.897, 3.543)  0.359
H (6.247, 5.527, 4.555)  0.390
H (6.867, 3.890, 4.222)  0.390
H (5.262, 4.102, 4.968)  0.393
H (5.839, 5.237, 0.971)  0.389
H (7.192, 4.513, 1.879)  0.356
H (6.595, 6.140, 2.299)  0.391
H (4.329, 2.778, 3.298)  0.398
H (5.949, 2.575, 2.592)  0.327
H (4.267, 1.846, 1.046)  0.400
H (5.105, 3.238, 0.367)  0.359
H (2.874, 3.491, 0.149)  0.208


(2)
Density functional theory data (ωB97M-V/def2-TZVPD) for a structure of composition C28H48Cl22F3NO5S2 at a distorted geometry.

Values from the calculation:
HOMO-LUMO gap   6.395 eV
LUMO   -0.0794 Eh

Last column: Mulliken charge in e.
Cartesian coordinates (Å):
O (-3.402, -5.863, 0.280)  -0.502
S (-3.316, -6.637, -1.075)  0.708
O (-4.641, -7.712, -1.142)  -0.277
C (-5.893, -7.026, -1.506)  0.173
C (-6.538, -5.716, -0.786)  -0.141
C (-7.943, -5.138, -1.297)  -0.185
N (-8.847, -5.548, -2.407)  -0.444
C (-8.213, -6.740, -3.036)  -0.121
C (-6.865, -7.541, -2.706)  -0.341
O (-1.929, -7.617, -0.930)  -0.211
S (-0.770, -7.215, -2.114)  0.984
O (-1.395, -7.043, -3.550)  -0.523
O (0.289, -8.371, -2.278)  -0.518
C (0.233, -5.664, -1.730)  0.689
F (0.862, -5.047, -2.943)  -0.189
F (-0.535, -4.587, -1.065)  -0.226
F (1.337, -6.037, -0.780)  -0.175
H (-5.971, -5.200, 0.109)  0.382
H (-8.355, -4.199, -0.682)  0.232
H (-8.841, -7.169, -3.959)  0.281
H (-6.567, -8.491, -3.335)  0.281
Cl (2.353, -1.209, -0.195)  -0.199
C (2.884, -2.540, -1.255)  0.045
C (4.270, -2.298, -1.831)  -0.252
Cl (4.284, -0.958, -3.006)  -0.176
H (2.135, -2.665, -2.043)  0.275
H (2.889, -3.448, -0.644)  -0.116
H (4.612, -3.190, -2.364)  0.292
H (4.998, -2.069, -1.047)  0.116
Cl (9.564, -0.811, -2.865)  -0.218
C (8.505, 0.167, -1.818)  0.052
C (8.200, -0.528, -0.501)  -0.065
Cl (7.163, -1.960, -0.720)  -0.153
H (7.591, 0.392, -2.376)  -0.083
H (9.028, 1.109, -1.630)  0.338
H (7.661, 0.154, 0.163)  -0.283
H (9.115, -0.846, 0.008)  0.425
Cl (-10.172, -5.771, 1.158)  -0.147
C (-9.815, -7.405, 1.771)  -0.480
C (-8.321, -7.652, 1.914)  -0.547
Cl (-7.500, -7.739, 0.335)  0.006
H (-10.280, -8.130, 1.095)  0.355
H (-10.301, -7.491, 2.747)  0.325
H (-8.148, -8.609, 2.413)  0.359
H (-7.838, -6.867, 2.505)  0.241
Cl (6.311, 2.331, -2.693)  -0.330
C (5.231, 2.848, -1.373)  0.087
C (5.999, 3.237, -0.121)  -0.239
Cl (6.769, 1.832, 0.659)  -0.261
H (4.523, 2.037, -1.177)  0.317
H (4.667, 3.709, -1.746)  -0.071
H (5.316, 3.672, 0.615)  0.104
H (6.779, 3.974, -0.338)  0.365
Cl (2.411, 4.821, -2.534)  -0.139
C (1.331, 5.339, -1.215)  -0.203
C (2.099, 5.727, 0.038)  -0.114
Cl (2.869, 4.323, 0.818)  -0.240
H (0.623, 4.528, -1.018)  0.377
H (0.767, 6.199, -1.587)  0.028
H (1.416, 6.162, 0.773)  0.002
H (2.879, 6.464, -0.180)  0.292
Cl (2.410, 9.130, -3.097)  -0.141
C (1.351, 10.108, -2.050)  -0.560
C (1.046, 9.413, -0.733)  -0.363
Cl (0.009, 7.981, -0.952)  -0.222
H (0.437, 10.333, -2.608)  0.323
H (1.874, 11.049, -1.862)  0.344
H (0.507, 10.095, -0.069)  0.349
H (1.961, 9.095, -0.224)  0.268
Cl (-9.311, -4.436, 5.037)  -0.168
C (-9.364, -2.675, 4.771)  -0.435
C (-9.941, -2.317, 3.411)  -0.485
Cl (-8.858, -2.787, 2.076)  -0.130
H (-8.350, -2.282, 4.895)  0.310
H (-9.991, -2.254, 5.563)  0.305
H (-10.079, -1.234, 3.339)  0.321
H (-10.911, -2.796, 3.245)  0.297
Cl (3.589, -5.478, 2.112)  -0.180
C (4.120, -6.809, 1.053)  -0.291
C (5.505, -6.567, 0.476)  -0.512
Cl (5.520, -5.227, -0.699)  -0.097
H (3.371, -6.934, 0.264)  0.134
H (4.125, -7.717, 1.664)  0.345
H (5.848, -7.459, -0.057)  0.303
H (6.234, -6.338, 1.260)  0.318
Cl (4.350, 4.662, -8.222)  -0.198
C (5.413, 4.108, -6.904)  -0.449
C (4.859, 4.460, -5.533)  0.022
Cl (4.892, 6.214, -5.224)  -0.176
H (6.404, 4.543, -7.062)  0.337
H (5.499, 3.022, -7.003)  0.312
H (5.467, 3.990, -4.754)  -0.141
H (3.828, 4.114, -5.414)  0.291
Cl (0.267, 8.547, 2.693)  -0.191
C (-1.476, 8.196, 2.806)  -0.459
C (-1.747, 6.761, 3.229)  -0.012
Cl (-1.287, 5.589, 1.968)  -0.159
H (-1.931, 8.422, 1.837)  0.325
H (-1.891, 8.886, 3.546)  0.388
H (-2.816, 6.623, 3.415)  0.374
H (-1.206, 6.502, 4.145)  -0.268
Cl (1.168, 4.671, 5.591)  -0.168
C (1.315, 5.988, 6.782)  -0.506
C (-0.025, 6.358, 7.399)  -0.437
Cl (-1.113, 7.139, 6.224)  -0.174
H (1.780, 6.845, 6.285)  0.299
H (1.998, 5.636, 7.561)  0.354
H (0.125, 7.071, 8.214)  0.316
H (-0.537, 5.480, 7.804)  0.322


(3)
Density functional theory data (ωB97M-V/def2-TZVPD) for a structure of composition C28H48Cu2N2O24S2 at a distorted geometry.

Values from the calculation:
HOMO-LUMO gap   7.494 eV
LUMO   -0.0364 Eh

Last column: Mulliken charge in e.
Cartesian coordinates (Å):
Cu (3.610, -2.197, 0.118)  0.465
Cu (-0.602, -3.005, -0.867)  0.218
O (-1.536, -0.818, -1.128)  0.449
C (-0.534, -0.081, -0.494)  2.222
C (0.956, -0.465, -0.432)  0.248
O (1.315, -1.780, -0.066)  -0.923
H (-0.815, 0.023, 0.573)  -1.896
H (-0.608, 0.961, -0.850)  -0.844
H (1.456, 0.181, 0.306)  -0.434
H (1.473, -0.154, -1.357)  0.011
C (1.333, 2.471, -2.780)  -0.203
N (2.164, 3.702, -2.720)  1.001
O (1.675, 4.675, -3.267)  -0.613
O (3.157, 3.694, -2.034)  -0.525
H (0.329, 2.732, -2.458)  -0.144
H (1.809, 1.757, -2.113)  0.002
H (1.321, 2.053, -3.784)  0.401
C (-4.156, -2.148, -2.613)  -0.271
N (-3.559, -3.164, -1.718)  1.205
O (-2.838, -4.030, -2.203)  -0.640
O (-3.852, -3.146, -0.546)  -0.556
H (-3.705, -1.198, -2.327)  -0.118
H (-5.217, -2.191, -2.376)  0.351
H (-3.999, -2.393, -3.658)  0.318
O (3.685, -4.400, -0.882)  -0.601
C (3.605, -4.307, -2.089)  0.586
O (4.059, -5.303, -2.859)  -0.362
C (3.992, -4.939, -4.243)  -0.578
C (2.850, -3.908, -4.285)  -0.443
C (2.924, -3.258, -2.915)  0.533
H (3.808, -5.759, -4.938)  0.383
H (4.933, -4.584, -4.674)  0.241
H (1.921, -4.475, -4.359)  0.266
H (2.876, -3.200, -5.108)  0.278
H (1.970, -2.818, -2.628)  -0.382
H (3.619, -2.410, -2.849)  0.261
O (3.735, -0.485, 1.483)  -0.586
C (3.251, -0.416, 2.597)  0.043
O (3.979, -0.401, 3.702)  -0.406
C (3.180, 0.043, 4.804)  -0.609
C (1.776, -0.395, 4.457)  0.025
C (1.778, -0.472, 2.913)  1.680
H (3.220, 1.129, 4.896)  0.214
H (3.565, -0.473, 5.681)  0.364
H (1.060, 0.376, 4.745)  -0.303
H (1.435, -1.332, 4.894)  0.297
H (1.318, 0.394, 2.426)  -1.236
H (1.224, -1.304, 2.479)  0.455
O (2.747, 3.600, 4.374)  -0.560
C (2.794, 3.545, 3.185)  0.412
O (3.614, 2.702, 2.516)  -0.379
C (3.356, 2.646, 1.098)  -0.190
C (1.983, 3.305, 0.981)  1.089
C (2.066, 4.336, 2.120)  -0.910
H (3.387, 1.672, 0.614)  -0.090
H (4.076, 3.189, 0.480)  0.444
H (1.161, 2.612, 1.159)  -0.812
H (1.864, 3.887, 0.069)  0.103
H (1.167, 4.854, 2.440)  0.387
H (2.826, 5.076, 1.848)  0.453
O (-4.014, 0.921, 0.633)  -0.615
C (-3.482, 1.676, -0.132)  0.412
O (-2.720, 2.721, 0.243)  -0.275
C (-1.943, 3.241, -0.857)  -0.185
C (-2.274, 2.344, -2.034)  0.142
C (-3.529, 1.566, -1.643)  0.660
H (-0.887, 3.432, -0.682)  -0.010
H (-2.480, 4.187, -0.976)  0.383
H (-1.596, 1.491, -2.123)  -0.634
H (-2.390, 2.879, -2.974)  0.621
H (-3.407, 0.537, -1.978)  -1.251
H (-4.505, 1.854, -2.038)  0.545
O (0.577, 2.984, 5.785)  -0.572
C (-0.219, 2.511, 5.026)  0.434
O (0.085, 2.382, 3.707)  -0.187
C (-0.945, 1.630, 2.968)  1.811
C (-1.608, 0.856, 4.105)  -0.676
C (-1.473, 1.723, 5.287)  -0.838
H (-0.593, 1.010, 2.146)  -1.497
H (-1.664, 2.348, 2.573)  0.429
H (-1.113, -0.100, 4.298)  0.474
H (-2.643, 0.612, 3.856)  0.242
H (-1.358, 1.230, 6.251)  0.306
H (-2.322, 2.402, 5.413)  0.352
C (-1.409, -0.646, -4.511)  0.486
C (-0.697, -1.883, -4.033)  0.276
O (0.234, -2.121, -5.099)  -0.383
S (0.837, -0.741, -5.670)  1.181
O (0.684, -0.645, -7.091)  -0.629
O (2.113, -0.545, -5.029)  -0.526
O (-0.281, 0.169, -4.904)  -0.282
H (-1.890, -0.158, -3.663)  -0.561
H (-2.035, -0.711, -5.402)  0.364
H (-1.344, -2.732, -3.825)  0.291
H (-0.084, -1.556, -3.190)  -0.266
C (-2.497, -1.756, 2.654)  1.396
C (-3.557, -0.951, 1.920)  0.953
O (-4.837, -1.346, 2.420)  -0.401
S (-4.655, -2.424, 3.648)  0.981
O (-4.695, -3.756, 3.122)  -0.564
O (-5.423, -2.045, 4.786)  -0.568
O (-3.128, -1.982, 3.907)  -0.367
H (-1.634, -1.115, 2.801)  -1.179
H (-2.358, -2.669, 2.074)  0.438
H (-3.447, -1.146, 0.851)  -0.592
H (-3.376, 0.118, 2.038)  0.088


Q: LUMO of number 2 (C28H48Cl22F3NO5S2)?
A: -0.0794 Eh